Run one
C16H58N14O13 | wB97M-V/def2-TZVPD

Each line ends with the Löwdin charge.
Cartesian coordinates (Å):
C1 -3.831 -1.395 1.626  -0.58
O1 -4.215 -1.733 2.753  -0.01
N1 -4.516 -1.821 0.437  0.15
N2 -2.653 -0.661 1.335  0.17
H1 -4.141 -1.614 -0.475  0.05
H2 -5.304 -2.420 0.585  0.09
H3 -2.256 -0.962 0.471  0.02
H4 -2.084 -0.670 2.192  0.08
C2 -1.355 5.607 -2.099  -0.65
O2 -1.695 6.742 -1.848  0.04
N3 -1.733 4.894 -3.223  0.16
N4 -0.385 4.927 -1.329  0.16
H5 -2.538 5.300 -3.624  0.08
H6 -1.543 3.900 -3.395  0.09
H7 -0.368 5.300 -0.444  0.06
H8 -0.070 4.038 -1.603  0.06
C3 -1.550 -3.490 0.508  -0.58
O3 -1.903 -2.836 -0.517  -0.06
N5 -2.114 -4.660 1.044  0.18
N6 -0.525 -2.961 1.250  0.18
H9 -1.882 -4.828 2.006  0.06
H10 -3.044 -4.795 0.744  0.08
H11 0.032 -2.169 0.954  0.07
H12 -0.394 -3.327 2.175  0.06
C4 3.135 -2.658 -2.288  -0.53
O4 2.694 -2.407 -1.164  -0.01
N7 3.670 -3.894 -2.606  0.16
N8 3.142 -1.563 -3.264  0.15
H13 3.710 -4.614 -1.912  0.11
H14 4.089 -4.063 -3.509  0.10
H15 3.159 -1.711 -4.281  0.09
H16 2.633 -0.768 -2.903  0.07
C5 -2.053 1.781 3.521  -0.62
O5 -1.029 1.319 3.949  0.01
N9 -3.284 1.489 4.211  0.16
N10 -1.983 2.756 2.530  0.17
H17 -3.261 0.519 4.433  0.07
H18 -4.114 1.877 3.821  0.07
H19 -2.610 3.464 2.235  0.07
H20 -1.100 2.787 2.058  0.06
C6 0.220 -0.840 -6.251  -0.58
O6 -0.083 0.300 -5.875  0.02
N11 -0.245 -1.991 -5.598  0.15
N12 1.062 -1.082 -7.375  0.13
H21 -0.750 -1.799 -4.751  0.09
H22 -0.370 -2.870 -6.071  0.09
H23 1.475 -0.282 -7.813  0.09
H24 1.605 -1.941 -7.423  0.09
C7 0.311 0.925 0.252  -0.61
O7 -0.557 1.778 0.118  0.01
N13 0.878 0.410 -0.968  0.16
N14 0.709 0.281 1.375  0.18
H25 1.012 -0.574 -0.960  0.05
H26 0.322 0.723 -1.777  0.07
H27 1.689 -0.082 1.436  0.10
H28 0.421 0.851 2.194  0.09
C8 4.088 -1.673 1.644  -0.15
O8 2.712 -1.891 1.412  -0.18
H29 4.241 -0.979 2.522  0.08
H30 4.636 -2.598 1.973  0.09
H31 4.551 -1.250 0.781  0.03
H32 2.492 -2.077 0.460  0.03
C9 2.900 1.674 4.024  -0.19
O9 3.879 2.178 4.863  -0.12
H33 2.751 2.475 3.275  0.09
H34 3.371 0.835 3.502  0.06
H35 1.992 1.341 4.509  0.07
H36 3.565 3.027 5.222  0.09
C10 -4.677 3.160 0.236  -0.15
O10 -3.818 3.303 -0.898  -0.13
H37 -5.706 3.305 -0.043  0.07
H38 -4.552 2.151 0.659  0.07
H39 -4.531 3.873 1.029  0.06
H40 -2.871 3.403 -0.708  0.06
C11 0.085 -1.932 4.477  -0.08
C12 -1.039 -3.036 4.683  -0.24
O11 -1.085 -4.293 3.918  -0.13
H41 -0.118 -1.185 5.282  0.09
H42 -0.033 -1.430 3.529  0.02
H43 1.125 -2.260 4.523  0.07
H44 -2.003 -2.530 4.383  0.11
H45 -1.043 -3.261 5.751  0.10
H46 -0.378 -4.829 4.329  0.10
C13 -2.550 0.282 -1.679  -0.11
C14 -2.371 0.742 -3.063  -0.29
O12 -1.106 1.375 -3.261  -0.11
H47 -3.597 0.029 -1.495  0.08
H48 -2.274 1.041 -0.988  0.04
H49 -1.989 -0.601 -1.461  0.05
H50 -3.156 1.475 -3.304  0.12
H51 -2.432 -0.074 -3.769  0.10
H52 -0.634 0.997 -4.036  0.05
C15 6.062 1.165 -0.791  -0.08
C16 4.568 1.006 -0.609  -0.32
O13 3.874 1.914 -1.527  -0.09
H53 6.253 0.986 -1.856  0.08
H54 6.461 0.333 -0.211  0.07
H55 6.400 2.171 -0.489  0.09
H56 4.324 1.341 0.406  0.11
H57 4.268 -0.015 -0.715  0.06
H58 2.939 1.842 -1.357  0.03

As for the orbital gap: 9.232 eV. Its spin multiplicity is 1.


Run two
C16H58N14O13 | wB97M-V/def2-TZVPD

Each line ends with the Löwdin charge.
Cartesian coordinates (Å):
C1 -6.561 18.262 0.301  -0.10
C2 -7.516 18.369 1.415  -0.27
O1 -6.865 17.720 2.622  -0.08
H1 -5.643 18.804 0.607  0.09
H2 -6.941 18.768 -0.589  0.06
H3 -6.274 17.241 -0.032  0.07
H4 -8.425 17.812 1.208  0.07
H5 -7.816 19.367 1.689  0.10
H6 -7.522 17.243 3.063  0.00
C3 -9.999 16.221 -0.508  -0.07
C4 -8.712 15.502 -0.776  -0.32
O2 -8.884 14.236 -1.383  -0.12
H7 -10.591 16.245 -1.443  0.07
H8 -9.917 17.315 -0.327  0.08
H9 -10.730 15.842 0.217  0.06
H10 -8.050 15.407 0.053  0.09
H11 -8.178 16.119 -1.461  0.07
H12 -8.123 14.217 -1.992  0.06
C5 -12.228 16.830 2.777  -0.07
C6 -13.595 16.402 2.269  -0.35
O3 -14.354 16.265 3.433  -0.06
H13 -12.359 17.684 3.432  0.08
H14 -11.559 17.129 1.958  0.05
H15 -11.637 15.965 3.225  0.08
H16 -13.576 15.506 1.707  0.08
H17 -14.084 17.095 1.526  0.12
H18 -15.094 15.783 3.081  0.08
C7 -8.105 17.553 -3.925  -0.50
O4 -6.858 17.242 -3.327  -0.14
N1 -8.355 18.722 -4.522  0.12
N2 -9.168 16.887 -3.613  0.20
H19 -7.529 19.333 -4.810  0.18
H20 -9.175 18.847 -5.106  0.14
H21 -9.065 15.933 -3.221  0.08
H22 -10.132 17.298 -3.596  0.08
C8 -12.242 12.831 -0.631  -0.57
O5 -13.584 12.445 -1.112  -0.20
N3 -11.948 12.954 0.611  0.17
N4 -11.409 13.396 -1.441  0.13
H23 -12.646 12.695 1.297  0.13
H24 -11.003 13.183 1.034  0.02
H25 -11.756 13.678 -2.419  0.14
H26 -10.588 13.810 -1.121  0.02
C9 -10.801 19.181 -2.266  -0.60
O6 -11.444 18.307 -3.170  -0.16
N5 -11.452 19.434 -1.150  0.15
N6 -9.701 19.816 -2.446  0.19
H27 -12.440 19.264 -0.926  0.13
H28 -11.020 19.892 -0.297  0.15
H29 -9.112 19.400 -3.289  0.09
H30 -9.403 20.300 -1.618  0.12
C10 -5.672 14.100 -2.780  -0.62
O7 -5.337 12.778 -2.981  -0.12
N7 -6.637 14.677 -3.331  0.15
N8 -5.176 14.831 -1.762  0.15
H31 -6.784 15.745 -3.363  0.05
H32 -7.013 14.204 -4.157  0.11
H33 -4.333 14.477 -1.215  0.16
H34 -5.653 15.735 -1.657  0.09
C11 -9.433 14.200 2.516  -0.56
O8 -9.137 15.594 2.488  -0.12
N9 -9.630 13.467 1.458  0.14
N10 -9.380 13.549 3.628  0.16
H35 -9.531 14.008 0.630  0.06
H36 -9.727 12.413 1.394  0.17
H37 -9.279 14.149 4.467  0.15
H38 -9.794 12.539 3.662  0.18
C12 -10.723 13.811 -4.735  -0.63
O9 -9.530 14.267 -4.216  -0.13
N11 -11.116 14.269 -5.887  0.17
N12 -11.456 12.930 -4.272  0.21
H39 -10.666 15.148 -6.222  0.14
H40 -12.020 14.103 -6.232  0.10
H41 -11.285 12.367 -3.428  0.11
H42 -12.320 12.690 -4.711  0.14
C13 -9.681 10.301 -1.844  -0.63
O10 -10.927 10.171 -2.495  -0.14
N13 -9.433 11.416 -1.178  0.15
N14 -8.809 9.406 -1.671  0.17
H43 -10.068 12.261 -1.295  0.07
H44 -8.514 11.539 -0.821  0.04
H45 -9.102 8.657 -2.351  0.16
H46 -7.890 9.408 -1.193  0.14
C14 -6.293 12.488 0.286  -0.13
O11 -6.604 11.562 -0.782  -0.15
H47 -6.368 13.569 0.002  0.06
H48 -5.248 12.263 0.758  0.11
H49 -7.030 12.247 1.095  0.07
H50 -6.035 11.795 -1.471  0.00
C15 -13.382 16.271 -1.136  -0.22
O12 -13.349 15.933 -2.468  -0.08
H51 -12.681 17.049 -0.867  0.04
H52 -13.001 15.470 -0.445  0.08
H53 -14.302 16.617 -0.774  0.06
H54 -13.254 16.797 -2.880  0.06
C16 -8.018 11.770 -4.081  -0.13
O13 -7.405 10.455 -4.317  -0.11
H55 -7.447 12.312 -4.815  0.07
H56 -7.992 12.197 -3.103  0.05
H57 -8.926 11.779 -4.574  0.04
H58 -7.335 9.945 -3.517  0.03

As for the orbital gap: 8.193 eV. Its spin multiplicity is 1.


Relative to the most stable structure, the computed energies are run one 0.0; run two 231.7, all in kcal/mol.


Run one
C3H8S3 | wB97M-V/def2-TZVPD

Each line ends with the Löwdin charge.
Cartesian coordinates (Å):
C1 -1.901 0.088 -0.471  -0.20
C2 -1.304 0.327 0.888  -0.06
C3 1.210 0.125 0.022  -1.53
S1 2.407 -0.041 1.365  0.67
S2 1.043 1.606 -0.667  0.67
S3 1.097 -1.351 -1.019  0.66
H1 -2.898 0.658 -0.426  0.11
H2 -2.089 -0.892 -0.821  0.05
H3 -1.274 0.625 -1.044  -0.04
H4 -0.624 1.119 1.152  0.00
H5 -1.287 -0.542 1.550  0.06
H6 1.982 -1.215 1.713  -0.18
H7 1.729 1.678 -1.912  -0.06
H8 1.909 -2.184 -0.330  -0.14

As for the orbital gap (alpha / beta): 7.176 / 8.102 eV. Its spin multiplicity is 1.


Run two
C3H8S3 | wB97M-V/def2-TZVPD

Each line ends with the Löwdin charge.
Cartesian coordinates (Å):
C1 -1.819 -0.588 0.002  -0.17
C2 -0.859 0.300 0.685  -0.21
C3 0.852 0.048 -0.205  -1.46
S1 0.771 0.430 -1.961  0.62
S2 1.201 -1.712 0.130  0.65
S3 2.067 1.214 0.533  0.61
H1 -2.900 -0.448 0.213  0.08
H2 -1.572 -1.604 0.082  0.02
H3 -1.816 -0.239 -1.128  0.09
H4 -0.710 1.291 0.373  0.04
H5 -0.548 0.160 1.682  0.06
H6 0.973 1.832 -1.929  -0.09
H7 1.157 -1.349 1.441  -0.11
H8 3.204 0.665 0.083  -0.13

As for the orbital gap: 9.281 eV. Its spin multiplicity is 1.


Relative to the most stable structure, the computed energies are run one 51.2; run two 0.0, all in kcal/mol.


Run one
C7H28O7 | wB97M-V/def2-TZVPD

Each line ends with the Löwdin charge.
Cartesian coordinates (Å):
C1 -3.663 0.837 0.242  -0.13
O1 -2.448 1.526 -0.047  -0.13
H1 -3.481 -0.126 0.726  0.09
H2 -4.272 1.423 0.933  0.09
H3 -4.226 0.710 -0.678  0.07
H4 -2.293 2.224 0.593  0.09
C2 0.585 0.833 0.875  -0.15
O2 -0.283 -0.230 0.554  -0.14
H5 0.244 1.418 1.739  0.06
H6 1.574 0.456 1.139  0.08
H7 0.736 1.568 0.074  0.09
H8 -1.144 0.150 0.311  0.04
C3 1.227 2.990 4.087  -0.18
O3 2.325 3.868 3.938  -0.11
H9 0.460 3.154 3.329  0.06
H10 1.563 1.954 4.026  0.07
H11 0.660 3.159 5.009  0.08
H12 2.867 3.750 4.723  0.08
C4 -0.606 1.105 -2.933  -0.15
O4 -0.070 2.260 -3.576  -0.12
H13 -0.623 0.303 -3.682  0.07
H14 0.092 0.800 -2.151  0.06
H15 -1.588 1.280 -2.493  0.07
H16 -0.740 2.660 -4.134  0.07
C5 1.320 -2.601 -1.582  -0.14
O5 1.716 -1.975 -0.391  -0.14
H17 0.954 -1.877 -2.321  0.07
H18 2.140 -3.153 -2.035  0.08
H19 0.496 -3.309 -1.424  0.08
H20 1.047 -1.337 -0.093  0.04
C6 -3.025 -1.683 -2.355  -0.15
O6 -2.704 -1.618 -3.740  -0.12
H21 -3.425 -2.664 -2.094  0.08
H22 -2.109 -1.549 -1.771  0.07
H23 -3.731 -0.911 -2.078  0.06
H24 -2.048 -2.308 -3.874  0.08
C7 3.805 -2.165 2.215  -0.18
O7 4.240 -2.298 0.870  -0.14
H25 3.340 -1.192 2.414  0.06
H26 3.031 -2.925 2.410  0.08
H27 4.615 -2.355 2.915  0.07
H28 3.444 -2.152 0.329  0.03

The SMILES is CO.CO.CO.CO.CO.CO.CO. As for the orbital gap: 9.674 eV. Its spin multiplicity is 1.


Run two
C7H28O7 | wB97M-V/def2-TZVPD

Each line ends with the Löwdin charge.
Cartesian coordinates (Å):
C1 0.517 0.182 -0.292  -0.15
O1 -0.213 -0.649 0.605  -0.14
H1 1.403 -0.379 -0.595  0.08
H2 -0.026 0.422 -1.206  0.07
H3 0.864 1.054 0.265  0.07
H4 -1.035 -0.189 0.818  0.04
C2 2.778 3.840 0.580  -0.17
O2 2.095 3.833 -0.663  -0.12
H5 2.498 4.678 1.227  0.07
H6 2.626 2.889 1.091  0.07
H7 3.860 3.972 0.451  0.08
H8 2.711 4.086 -1.350  0.06
C3 -3.991 0.588 -0.344  -0.15
O3 -2.936 1.217 0.373  -0.12
H9 -4.904 1.185 -0.331  0.08
H10 -3.662 0.455 -1.374  0.06
H11 -4.181 -0.426 0.020  0.08
H12 -3.113 1.113 1.313  0.08
C4 2.412 1.257 -3.747  -0.15
O4 3.472 1.337 -4.715  -0.13
H13 2.223 2.258 -3.351  0.07
H14 1.509 0.858 -4.213  0.08
H15 2.726 0.619 -2.927  0.07
H16 3.152 1.947 -5.387  0.07
C5 -1.611 -1.810 -2.380  -0.15
O5 -2.114 -2.112 -3.687  -0.12
H17 -1.998 -2.529 -1.656  0.08
H18 -0.522 -1.860 -2.368  0.08
H19 -1.837 -0.760 -2.166  0.06
H20 -3.055 -1.920 -3.677  0.07
C6 1.410 -3.600 1.894  -0.15
O6 2.651 -3.712 2.614  -0.13
H21 1.210 -2.539 1.689  0.06
H22 1.407 -4.145 0.960  0.08
H23 0.581 -3.866 2.560  0.07
H24 2.601 -3.028 3.285  0.06
C7 -1.385 -0.776 4.126  -0.14
O7 -2.556 -0.606 4.923  -0.13
H25 -0.619 -0.112 4.530  0.08
H26 -1.007 -1.800 4.186  0.07
H27 -1.628 -0.558 3.092  0.06
H28 -2.315 -0.411 5.828  0.07

The SMILES is CO.CO.CO.CO.CO.CO.CO. As for the orbital gap: 10.497 eV. Its spin multiplicity is 1.


Relative to the most stable structure, the computed energies are run one 0.0; run two 13.8, all in kcal/mol.


Run one
ClH2NS | wB97M-V/def2-TZVPD

Each line ends with the Löwdin charge.
Cartesian coordinates (Å):
N1 0.252 0.367 0.188  -0.12
S1 0.892 1.460 -3.606  -0.03
Cl1 1.305 1.244 -1.500  0.17
H1 0.862 -0.289 0.691  0.00
H2 -0.557 -0.147 -0.094  -0.02

As for the orbital gap (alpha / beta): 6.151 / 6.119 eV. Its spin multiplicity is 1.


Run two
ClH2NS | wB97M-V/def2-TZVPD

Each line ends with the Löwdin charge.
Cartesian coordinates (Å):
N1 -0.889 0.795 0.619  -1.09
S1 -1.500 0.100 -0.735  0.64
Cl1 -1.219 2.341 0.784  0.51
H1 1.498 0.716 0.215  0.09
H2 -0.656 -0.849 -0.456  -0.15

As for the orbital gap (alpha / beta): 8.485 / 8.945 eV. Its spin multiplicity is 1.


Relative to the most stable structure, the computed energies are run one 0.0; run two 24.1, all in kcal/mol.